A cluster of 9 separate species, C51H106N6O19 in total at a distorted geometry. Source: OMol25; level of theory: wB97M-V/def2-TZVPD.

Properties
Energy above the lowest of the compared OMol25 structures with the same formula, charge and spin (eV): 0.000
HOMO level (eV): -7.855
Structure (SMILES): Oc1ccc(O)cc1.Oc1ccc(O)cc1.COCCNCCOC.COCCNCCOC.COCCNCCOC.COCCNCCOC.COCCNCCOC.COCCNCCOC.O=C1OCCO1
Net charge: 0
HOMO-LUMO gap (eV): 8.416
2S+1: 1

Each line ends with the Mulliken charge.
Element x y z (Å)
O (-5.94, 4.47, 3.45)  -0.564
C (-5.47, 3.46, 2.63)  0.214
C (-5.99, 2.19, 2.77)  -0.622
C (-5.57, 1.14, 1.98)  -0.727
C (-4.49, 1.37, 1.12)  0.189
O (-3.97, 0.33, 0.35)  0.006
C (-3.95, 2.63, 0.98)  0.465
C (-4.42, 3.69, 1.74)  -0.622
H (-6.35, 5.21, 3.00)  0.326
H (-6.79, 2.03, 3.50)  0.461
H (-5.86, 0.10, 2.07)  0.556
H (-4.62, -0.34, 0.09)  0.048
H (-3.02, 2.72, 0.42)  0.005
H (-3.97, 4.67, 1.68)  0.450
O (2.80, 0.83, 2.03)  -0.410
C (1.71, 0.89, 1.19)  0.099
C (1.70, 1.76, 0.12)  -0.430
C (0.58, 1.85, -0.71)  -1.038
C (-0.50, 1.01, -0.51)  0.268
O (-1.65, 1.17, -1.17)  0.075
C (-0.47, 0.11, 0.57)  -0.592
C (0.61, 0.05, 1.43)  -0.766
H (2.59, 0.28, 2.79)  0.120
H (2.54, 2.44, -0.03)  0.926
H (0.51, 2.56, -1.52)  0.614
H (-2.45, 0.94, -0.65)  -0.267
H (-1.28, -0.60, 0.70)  0.383
H (0.64, -0.61, 2.28)  0.940
C (9.19, 1.65, 1.62)  -0.870
O (8.42, 0.47, 1.62)  -0.361
C (7.19, 0.56, 2.25)  -0.534
C (6.52, -0.81, 2.14)  -0.570
N (5.34, -0.81, 2.97)  -0.044
C (4.56, -2.04, 2.92)  -0.560
C (3.71, -2.18, 4.15)  -0.832
O (2.61, -1.28, 4.04)  -0.207
C (1.87, -1.08, 5.20)  -0.921
H (8.56, 2.55, 1.52)  0.351
H (9.99, 1.63, 0.89)  0.275
H (9.70, 1.83, 2.59)  0.315
H (6.56, 1.28, 1.68)  0.231
H (7.25, 1.02, 3.23)  0.459
H (7.28, -1.42, 2.65)  0.312
H (6.40, -1.08, 1.09)  0.190
H (4.78, 0.02, 2.83)  0.206
H (5.23, -2.90, 2.82)  0.604
H (3.90, -2.12, 2.04)  0.151
H (4.32, -2.01, 5.05)  0.421
H (3.31, -3.19, 4.33)  0.405
H (2.17, -1.59, 6.13)  0.492
H (0.86, -1.50, 5.08)  0.186
H (1.77, -0.05, 5.55)  0.275
C (-3.86, -1.60, 5.52)  -0.780
O (-3.33, -1.49, 4.24)  -0.174
C (-2.20, -0.67, 4.20)  -0.497
C (-2.41, 0.82, 4.35)  0.295
N (-1.10, 1.46, 4.42)  -0.219
C (-1.24, 2.87, 4.07)  0.399
C (-0.01, 3.73, 4.27)  -1.305
O (1.06, 3.06, 3.66)  0.184
C (2.26, 3.73, 3.78)  -0.871
H (-4.08, -0.62, 5.96)  0.306
H (-3.24, -2.20, 6.19)  0.277
H (-4.81, -2.14, 5.45)  0.295
H (-1.68, -0.83, 3.25)  -0.037
H (-1.46, -0.97, 4.96)  0.261
H (-2.93, 1.01, 5.29)  0.524
H (-2.99, 1.19, 3.48)  -0.345
H (-0.53, 1.08, 3.66)  -0.049
H (-2.11, 3.32, 4.56)  0.561
H (-1.41, 2.91, 2.98)  -0.500
H (0.18, 3.85, 5.35)  0.589
H (-0.18, 4.74, 3.89)  0.389
H (3.08, 3.13, 3.38)  0.091
H (2.57, 3.90, 4.82)  0.356
H (2.30, 4.68, 3.23)  0.253
C (-4.16, -2.94, 0.79)  -0.904
O (-4.98, -2.17, -0.11)  -0.110
C (-5.53, -2.94, -1.12)  -0.438
C (-6.81, -3.65, -0.78)  -1.003
N (-7.75, -2.69, -0.18)  -0.179
C (-8.97, -3.26, 0.43)  -0.499
C (-9.78, -2.15, 1.03)  -0.650
O (-9.18, -1.61, 2.19)  -0.284
C (-9.53, -2.35, 3.32)  -0.761
H (-4.14, -2.52, 1.79)  0.175
H (-3.13, -2.78, 0.45)  0.194
H (-4.38, -4.00, 0.82)  0.406
H (-4.86, -3.63, -1.67)  0.282
H (-5.72, -2.30, -2.00)  0.419
H (-6.75, -4.62, -0.23)  0.359
H (-7.30, -3.96, -1.72)  0.394
H (-7.25, -2.18, 0.55)  0.130
H (-8.60, -4.00, 1.17)  0.272
H (-9.50, -3.81, -0.35)  0.400
H (-10.79, -2.50, 1.31)  0.414
H (-9.94, -1.33, 0.32)  0.323
H (-10.53, -2.03, 3.59)  0.283
H (-8.86, -2.12, 4.15)  0.251
H (-9.40, -3.43, 3.16)  0.317
C (-3.39, 0.88, -3.97)  -0.530
O (-2.80, 1.02, -5.22)  -0.463
C (-1.46, 1.40, -5.18)  -0.532
C (-1.28, 2.82, -4.74)  -0.349
N (-1.84, 3.74, -5.74)  -0.321
C (-1.43, 5.10, -5.53)  -0.146
C (-2.10, 6.04, -6.51)  -0.830
O (-3.43, 6.20, -6.13)  -0.247
C (-4.29, 6.77, -7.08)  -0.812
H (-2.77, 0.44, -3.18)  0.037
H (-4.33, 0.34, -4.09)  0.352
H (-3.69, 1.85, -3.53)  0.360
H (-1.02, 1.27, -6.17)  0.387
H (-0.85, 0.72, -4.56)  0.243
H (-0.24, 3.09, -4.56)  0.525
H (-1.82, 2.98, -3.79)  0.025
H (-2.85, 3.73, -5.72)  0.278
H (-0.35, 5.26, -5.62)  0.384
H (-1.74, 5.49, -4.55)  0.083
H (-2.00, 5.72, -7.57)  0.378
H (-1.50, 6.97, -6.50)  0.408
H (-5.20, 7.09, -6.58)  0.226
H (-4.54, 6.05, -7.87)  0.314
H (-3.86, 7.67, -7.54)  0.317
C (1.17, -4.97, 1.62)  -0.499
O (-0.15, -5.43, 1.72)  -0.305
C (-0.44, -6.48, 0.83)  -0.836
C (-0.09, -6.25, -0.62)  -0.573
N (-0.95, -5.30, -1.35)  -0.170
C (-0.81, -5.60, -2.77)  -0.673
C (-1.63, -4.76, -3.71)  -0.611
O (-1.35, -3.41, -3.58)  -0.259
C (-2.35, -2.59, -4.15)  -0.141
H (1.41, -4.41, 0.71)  0.221
H (1.90, -5.78, 1.79)  0.352
H (1.29, -4.23, 2.42)  0.024
H (-1.47, -6.77, 1.00)  0.341
H (0.17, -7.32, 1.20)  0.396
H (-0.21, -7.25, -1.05)  0.430
H (0.95, -5.92, -0.73)  0.418
H (-0.60, -4.37, -1.17)  0.128
H (-1.02, -6.67, -2.92)  0.408
H (0.27, -5.49, -3.03)  0.371
H (-2.70, -5.03, -3.64)  0.358
H (-1.38, -5.06, -4.74)  0.358
H (-1.92, -1.59, -4.09)  -0.045
H (-3.26, -2.54, -3.53)  -0.078
H (-2.57, -2.86, -5.18)  0.400
C (4.88, 0.23, -1.82)  -0.565
O (6.24, 0.57, -1.91)  -0.350
C (7.07, -0.56, -2.12)  -0.334
C (8.48, -0.10, -1.78)  -0.252
N (9.51, -1.11, -1.99)  -0.319
C (9.52, -1.65, -3.35)  -0.506
C (10.91, -2.12, -3.62)  -0.671
O (11.81, -1.07, -3.39)  -0.313
C (13.15, -1.53, -3.31)  -0.747
H (4.51, -0.13, -2.79)  0.350
H (4.33, 1.12, -1.52)  0.123
H (4.68, -0.53, -1.04)  0.266
H (7.02, -0.95, -3.14)  0.458
H (6.80, -1.31, -1.36)  0.224
H (8.45, 0.24, -0.74)  -0.228
H (8.72, 0.86, -2.28)  0.337
H (10.38, -0.58, -1.88)  0.307
H (9.27, -0.91, -4.12)  0.312
H (8.83, -2.49, -3.30)  0.344
H (11.03, -2.32, -4.70)  0.378
H (11.21, -3.03, -3.08)  0.402
H (13.76, -0.63, -3.24)  0.236
H (13.44, -2.06, -4.24)  0.295
H (13.29, -2.21, -2.47)  0.322
O (-2.04, 5.29, -2.04)  -0.500
C (-1.41, 5.24, -1.05)  0.334
O (-1.50, 4.21, -0.18)  -0.023
C (-0.63, 4.47, 0.93)  0.759
C (0.29, 5.56, 0.42)  -0.452
O (-0.40, 6.08, -0.71)  -0.399
H (-1.22, 4.59, 1.84)  0.097
H (-0.06, 3.54, 1.07)  -0.457
H (1.23, 5.14, 0.06)  0.205
H (0.54, 6.30, 1.18)  0.394

---

A structure of composition CH5NO2S at a distorted geometry. Source: OMol25; level of theory: wB97M-V/def2-TZVPD.

Properties
Energy above the lowest of the compared OMol25 structures with the same formula, charge and spin (eV): 3.326
HOMO level (eV): -8.098
Net charge: 0
HOMO-LUMO gap (eV): 8.819
2S+1: 1

Each line ends with the Mulliken charge.
Element x y z (Å)
C (-1.13, -0.04, 0.94)  -0.413
N (0.89, -0.94, -1.44)  -0.433
O (0.95, 1.46, -0.39)  -0.568
O (-0.84, 1.15, 1.72)  -0.479
S (0.06, 0.52, -1.01)  0.475
H (-0.44, -0.90, 1.32)  0.268
H (-2.18, -0.09, 0.61)  0.336
H (0.78, -1.47, -2.26)  0.221
H (1.79, -1.11, -1.04)  0.231
H (0.13, 1.41, 1.56)  0.362